1.
Entry from OMol25: a structure of composition C33H34AsBN4O2P2RuS6 in a non-equilibrium geometry (the ωB97M-V functional and the def2-TZVPD basis).

```
84
Properties=species:S:1:pos:R:3:forces:R:3
S -1.394 -0.712 1.389 0.720 0.705 -0.837
C -2.467 -2.142 -4.592 -0.072 -0.134 0.093
H 1.533 1.356 -4.162 -0.044 0.014 -0.062
S 2.700 -0.277 0.605 -0.574 0.394 0.108
H 1.955 -1.504 3.475 -0.078 0.017 -0.013
O -0.327 0.346 -2.272 0.370 -0.217 -0.433
C 3.989 -5.388 -2.331 -0.109 0.060 -0.018
H -2.530 -0.446 -1.640 -0.044 -0.095 -0.071
C 2.676 -4.926 -2.374 0.077 -0.008 0.066
C -3.695 -2.786 -4.509 0.077 0.068 0.039
C 0.114 2.334 -7.083 0.038 -0.009 -0.004
Ru 0.316 0.361 0.104 -1.455 0.054 0.985
H -3.106 -5.599 -1.100 0.072 0.018 -0.043
C 3.459 -2.692 -1.909 0.061 -0.159 -0.001
H 6.052 -4.869 -2.059 -0.098 0.040 0.023
C -1.013 1.527 -7.067 0.001 -0.124 0.117
C -1.414 -4.381 -1.624 -0.068 -0.067 -0.040
C -4.509 -2.583 -3.396 0.060 -0.018 -0.061
H 3.077 1.205 5.218 -0.040 -0.037 -0.219
H 3.253 -1.209 4.653 0.025 0.001 0.056
S -3.194 2.695 4.107 0.128 0.042 -0.136
O 0.406 -2.082 -0.960 0.197 -0.535 -0.367
H 4.194 -6.440 -2.483 -0.016 0.024 0.003
H -0.888 6.078 2.767 0.060 -0.146 -0.141
H 3.222 3.922 0.779 -0.229 -0.133 0.132
H 1.865 -5.625 -2.540 0.065 0.019 -0.005
C 1.040 2.265 -6.047 -0.019 -0.106 0.100
C 2.406 -3.574 -2.179 0.231 0.073 0.031
H 1.903 2.918 -6.044 -0.013 -0.024 0.002
C 0.891 4.918 2.140 0.379 -0.377 -0.319
H 0.710 -2.340 -4.570 0.021 0.120 -0.008
C -0.237 3.605 0.755 0.172 0.156 0.265
H 2.147 2.443 -0.087 0.097 0.084 -0.042
N 2.994 0.292 3.252 0.081 -0.417 0.293
H 3.644 -1.680 2.978 0.064 0.001 -0.025
C -2.873 -1.097 -2.442 -0.049 -0.017 -0.020
P 0.758 -2.837 -2.193 -0.072 0.215 0.583
C -0.281 0.543 -4.992 0.024 0.250 -0.026
N 2.726 2.094 2.079 -0.317 0.483 -0.012
H -2.110 0.020 -5.996 0.087 0.095 -0.010
H -5.467 -3.089 -3.333 0.070 0.035 -0.003
C -4.102 -1.744 -2.367 0.030 -0.009 0.002
H 1.751 5.313 2.660 -0.159 -0.186 -0.089
H 5.571 -2.468 -1.633 -0.064 -0.054 -0.021
H -2.977 5.229 1.715 -0.035 0.076 0.125
N -1.077 4.507 1.299 -0.583 0.097 -0.049
H -1.134 -6.635 -4.768 -0.006 0.088 0.115
S -0.257 0.498 2.553 0.768 -0.151 -1.365
P -0.481 -0.463 -3.517 0.043 0.129 0.673
N 0.992 3.850 1.252 0.200 -0.080 0.281
C -0.312 -4.960 -3.697 -0.165 0.035 -0.037
C 2.794 0.757 2.001 0.219 0.113 0.199
H -4.017 -3.447 -5.307 0.030 0.039 0.063
C -2.319 -5.422 -1.825 0.050 0.083 -0.019
H -2.587 5.130 -0.027 0.013 -0.012 0.063
C -0.412 -4.149 -2.563 -0.039 -0.294 -0.011
As -1.601 1.386 4.580 -0.430 0.355 0.739
C 5.030 -4.505 -2.086 0.027 0.033 0.019
H -4.735 -1.596 -1.499 0.065 0.001 -0.065
H 2.805 3.481 3.753 -0.067 -0.099 -0.121
C 2.963 -1.117 3.610 -0.039 0.192 -0.024
H -1.744 1.600 -7.861 0.001 -0.013 0.004
C -1.214 0.632 -6.019 -0.024 0.010 -0.096
H 0.469 -4.777 -4.434 -0.097 -0.059 0.098
B 2.333 3.087 0.907 0.176 0.138 0.084
C -0.391 5.324 2.174 -0.289 -0.018 -0.096
C -2.059 -1.298 -3.557 -0.272 -0.041 -0.017
S -0.732 2.470 -0.466 0.561 -0.522 0.628
H 3.253 -1.646 -1.702 0.031 -0.030 -0.003
H -2.947 3.665 0.914 -0.039 -0.185 0.038
C -2.213 -6.231 -2.949 -0.017 -0.012 -0.005
H -1.822 -2.310 -5.453 -0.100 0.004 0.115
C 2.861 2.459 3.418 0.010 0.180 -0.633
H 0.269 3.028 -7.901 -0.013 -0.011 0.056
C 3.020 1.346 4.150 -0.005 -0.408 -0.048
H -2.913 -7.049 -3.096 0.078 0.117 0.018
H 1.740 -1.225 -3.635 0.186 0.020 -0.102
C -1.212 -6.001 -3.889 0.071 0.084 -0.024
C -2.489 4.645 0.946 0.349 -0.035 0.063
S -0.057 2.353 5.674 -0.080 -0.047 -0.170
C 0.842 1.376 -4.999 -0.026 0.088 -0.151
C 0.790 -1.757 -3.649 -0.127 0.068 -0.090
C 4.766 -3.158 -1.859 -0.111 0.035 -0.026
H -1.470 -3.741 -0.746 -0.001 -0.060 -0.096
```
Positions in Å, forces in eV/Å.

Properties
Charge: -1
Spin multiplicity: 2

These are the Mulliken partial charges, in e, on atoms 1 to 8: -0.385 0.090 0.355 -0.390 0.287 0.857 -0.686 0.375



2.
Entry from OMol25: a cluster of 5 separate species, C33H34BCl2F13S in total (the ωB97M-V functional and the def2-TZVPD basis).

```
84
Properties=species:S:1:pos:R:3:forces:R:3
H -4.447 -1.397 -0.786 -0.023 0.001 0.017
F 3.132 2.180 2.799 0.005 -0.021 0.046
H -3.682 -5.397 0.380 0.019 0.008 0.048
B -3.163 -1.242 0.988 0.079 0.104 0.099
F -3.442 -4.726 3.122 -0.064 -0.022 0.011
H 1.725 4.858 -9.880 0.004 0.011 -0.003
H -5.565 -5.020 4.569 0.009 -0.003 -0.006
F -0.391 2.420 -1.593 0.031 0.042 0.010
F 1.186 3.516 -3.365 0.045 -0.001 0.052
C -0.999 0.132 0.850 -0.102 -0.106 -0.009
Cl -2.353 -2.029 -1.588 -0.032 -0.080 -0.045
F -0.237 0.345 -2.216 -0.070 0.070 -0.005
C -4.171 -2.658 6.580 -0.002 0.006 0.001
C 2.432 7.546 -7.942 0.009 0.016 0.013
C 4.829 3.798 2.631 0.029 -0.011 0.000
C -1.674 -1.143 1.422 0.008 -0.164 0.019
H 1.604 -4.994 -0.143 -0.006 0.007 0.010
H 1.580 3.786 -7.641 -0.007 -0.005 0.027
C 0.420 1.506 -2.144 0.108 -0.046 0.013
H -1.129 -2.014 1.049 0.020 0.027 -0.037
H 1.235 -8.799 1.817 0.001 0.002 -0.001
C -3.004 -2.430 5.865 -0.020 0.020 -0.016
C 5.185 5.137 2.560 -0.017 0.010 -0.003
F 0.311 0.715 -4.554 0.013 -0.150 -0.015
H 2.670 8.594 -8.056 -0.004 -0.002 -0.011
C 0.200 -5.744 2.851 -0.008 0.005 0.007
C 1.897 5.425 -8.975 -0.017 -0.045 -0.028
H 2.241 1.194 0.763 0.000 0.006 -0.026
C 2.202 6.768 -9.058 0.000 -0.004 0.024
H 2.525 7.537 -5.805 0.003 0.002 -0.003
H -2.663 -4.623 -0.833 0.008 0.087 0.004
H -1.853 -2.965 4.111 -0.003 -0.015 -0.010
H -4.360 -2.113 7.495 -0.001 -0.002 -0.001
C -4.190 -3.355 0.033 0.076 0.036 0.034
H -1.453 0.408 -0.105 0.019 0.053 0.050
C -3.171 -4.472 0.117 -0.039 -0.145 0.004
C 1.495 -6.975 0.718 -0.010 -0.010 0.026
F 1.003 2.645 -5.389 0.061 0.037 -0.149
C 1.276 1.175 0.255 0.032 -0.156 0.212
F 2.245 1.594 -3.888 0.036 0.050 0.051
H -4.693 -3.265 0.998 -0.097 0.002 -0.065
H 4.497 7.169 2.541 0.001 -0.002 0.000
H 0.910 -0.444 1.606 0.013 -0.008 -0.011
F -0.749 2.605 -4.045 -0.187 0.011 0.061
F 2.292 0.184 -1.617 0.127 -0.161 -0.106
H -2.283 -1.705 6.219 0.004 -0.007 0.001
H 1.464 4.145 2.861 0.005 -0.010 0.004
H 0.088 -7.699 3.710 -0.003 0.002 -0.002
C 1.067 -7.731 1.801 0.000 0.010 0.004
H 5.568 3.009 2.602 -0.010 -0.007 -0.002
C 1.649 1.299 -1.200 -0.265 0.023 -0.148
F 2.504 2.338 -1.331 0.064 0.236 -0.108
H 2.112 6.546 2.734 -0.002 -0.003 -0.003
C 1.283 -5.604 0.690 -0.004 0.017 -0.063
C -5.096 -3.585 6.119 0.017 0.007 0.006
F 2.280 7.342 -10.277 0.001 0.002 -0.002
S 0.746 2.099 -3.932 0.097 -0.010 0.094
H -4.033 -0.764 1.658 -0.041 -0.060 -0.025
H -1.164 0.959 1.544 -0.041 0.060 -0.077
C -3.691 -4.043 4.261 0.086 0.038 0.013
H -2.436 -4.266 0.898 0.048 0.087 -0.081
H -0.300 -5.243 3.670 -0.010 0.014 -0.018
H 0.654 -0.890 -0.061 0.058 0.028 -0.004
H 6.229 5.406 2.473 0.000 -0.002 0.003
C 1.817 4.838 -7.720 0.028 0.073 -0.026
C -4.862 -4.292 4.948 -0.029 -0.015 -0.009
C 2.873 5.777 2.705 0.021 0.000 0.003
H -6.007 -3.764 6.675 -0.002 0.001 -0.003
H 0.751 2.082 0.555 -0.004 0.018 -0.013
C -2.754 -3.124 4.689 0.015 0.004 0.037
Cl -5.495 -3.829 -1.120 -0.004 -0.029 -0.057
C 2.043 5.596 -6.578 -0.003 -0.018 0.020
C 0.636 -5.021 1.759 -0.004 -0.058 0.057
F 0.422 -3.686 1.740 0.005 0.023 0.017
C 4.212 6.127 2.597 -0.001 0.002 0.000
C 3.491 3.483 2.738 -0.008 0.028 -0.039
C 2.349 6.945 -6.693 -0.007 -0.008 -0.005
H 1.999 -7.453 -0.112 -0.002 0.001 -0.001
C 2.500 4.443 2.777 -0.031 0.003 -0.002
H -1.585 -1.137 2.512 0.076 0.044 -0.016
C 0.500 -0.084 0.660 -0.120 0.015 0.121
H 1.981 5.138 -5.601 -0.003 -0.011 -0.007
C 0.422 -7.113 2.864 0.005 -0.018 -0.021
C -3.640 -1.969 -0.330 0.015 0.069 0.063
```
Positions in Å, forces in eV/Å.

Properties
Charge: 0

These are the Mulliken partial charges, in e, on atoms 1 to 8: 0.588 -0.333 0.421 -0.195 -0.258 0.411 0.437 -0.301



3.
Entry from OMol25: a structure of composition C33H34Cl2LaN7O9S in a non-equilibrium geometry (the ωB97M-V functional and the def2-TZVPD basis).

```
87
Properties=species:S:1:pos:R:3:forces:R:3
C 1.852 -3.905 0.204 0.064 -0.062 0.157
H -1.754 -2.570 -4.370 0.006 0.024 -0.017
O -4.498 -0.842 0.534 1.140 0.249 -0.409
La -0.761 0.232 0.096 2.370 0.118 0.268
C -0.061 0.952 -3.202 0.067 -0.125 -0.147
C 2.212 2.140 -3.132 0.037 -0.019 -0.169
H 0.829 -2.826 -4.434 0.028 0.027 0.013
C -0.953 -0.654 5.708 -0.026 -0.254 -0.197
C 1.507 -2.529 -0.076 0.189 0.059 -0.165
O -2.435 -1.462 0.171 -1.313 -0.511 -0.171
C 2.469 2.435 -4.456 -0.259 -0.006 0.125
H 3.059 2.299 -2.480 0.004 -0.023 0.029
H -5.760 1.420 4.512 0.009 -0.003 -0.017
O -3.167 0.371 -0.702 -0.472 -0.475 0.345
C -0.533 -1.730 3.705 -0.039 -0.367 0.039
C -3.535 2.501 1.521 0.138 -0.123 0.036
H -0.581 -4.044 -0.580 -0.072 0.017 0.020
C 2.445 -1.433 0.325 -0.002 -0.041 0.278
Cl -0.134 2.799 3.111 0.406 -0.080 0.100
C 0.989 -0.088 4.540 0.310 0.030 -0.058
C 4.345 -4.012 0.005 0.037 -0.054 -0.001
H 3.032 -5.588 0.525 -0.055 -0.015 -0.006
O 1.105 3.039 3.832 -0.247 -0.054 -0.120
C -4.629 3.285 1.932 0.023 0.032 -0.027
H 1.280 2.867 0.495 -0.027 0.030 0.000
H 4.363 -0.610 -0.046 -0.026 -0.019 0.005
H -1.454 -2.742 -1.334 -0.080 -0.024 0.060
C 0.266 -2.440 -3.579 -0.215 -0.063 -0.002
H -0.241 2.082 -6.474 -0.029 -0.017 -0.013
H 2.152 3.370 -0.943 -0.023 0.065 -0.050
C 4.635 -2.673 -0.165 -0.248 0.026 0.181
H -0.764 -1.272 -5.040 -0.037 -0.029 -0.031
H -4.846 4.208 1.404 0.026 -0.008 0.013
N 0.897 1.691 -1.165 0.338 0.383 -0.436
H 3.483 2.773 -4.653 0.034 0.025 0.014
N -0.740 0.090 -2.500 -0.035 0.141 -0.173
C 0.089 -3.585 -2.577 0.070 0.187 0.064
H 0.518 0.800 6.415 -0.014 0.026 -0.022
C -1.698 -0.782 -3.162 0.206 -0.082 -0.187
H 5.167 -4.717 -0.059 -0.018 -0.003 -0.012
C 3.066 -4.529 0.282 0.060 0.193 -0.220
H -2.237 -1.322 -2.390 -0.091 0.052 0.049
C 3.833 -1.549 0.038 0.166 -0.141 -0.178
H 0.874 -1.662 -3.113 0.094 -0.031 -0.068
C -2.726 3.014 0.445 -0.135 0.060 0.132
C -5.130 1.707 3.679 0.063 0.077 -0.132
O -0.466 3.950 2.315 0.039 -0.204 0.076
H -2.454 -0.218 -3.721 -0.064 0.004 0.027
H 1.054 -0.926 2.674 0.232 -0.209 -0.046
H -3.842 0.000 3.810 -0.032 0.067 -0.050
N -3.393 -0.634 0.036 -1.814 -0.892 -0.686
H 3.479 1.166 -0.742 0.068 0.049 0.019
Cl -6.762 3.902 3.495 0.027 -0.054 -0.009
H 2.007 2.806 -6.496 -0.011 -0.001 0.000
S -0.875 -2.851 2.526 -0.006 0.121 0.233
H -1.643 -0.505 6.538 0.038 -0.021 -0.054
C -1.022 -1.794 -4.116 0.120 0.062 0.187
H 5.669 -2.449 -0.411 0.037 0.045 0.004
C -4.079 0.926 3.295 -0.005 -0.046 0.170
H 2.240 1.296 2.023 0.047 -0.024 0.072
C 0.308 1.958 -5.544 0.140 -0.115 0.148
H 1.896 0.470 4.356 -0.062 0.054 -0.162
N 0.383 -2.143 -0.584 -0.040 -0.236 -0.149
H -1.385 0.988 -4.844 0.026 -0.035 0.015
C 2.748 0.731 1.245 0.056 0.027 -0.148
H 1.070 -4.045 -2.418 -0.051 -0.080 -0.010
O -1.188 2.496 4.039 0.141 0.020 -0.179
H 3.805 2.425 0.465 0.009 0.013 -0.028
H 3.693 0.354 1.661 0.001 -0.037 0.012
C 3.055 1.712 0.105 -0.205 -0.094 0.023
H -3.082 3.982 0.047 0.024 0.064 -0.023
C -0.463 -3.158 -1.211 0.164 -0.096 -0.016
C -3.227 1.281 2.202 -0.016 0.020 0.075
O -1.719 2.526 -0.055 -0.225 0.486 -0.058
H -0.573 -4.353 -2.999 0.027 0.016 0.013
C 0.246 0.079 5.661 -0.079 0.009 0.150
N 1.877 -0.368 0.842 -0.185 0.122 0.086
N -1.324 -1.531 4.809 0.032 0.177 0.084
O 0.106 1.641 2.232 -0.049 0.608 0.340
C -5.407 2.901 2.983 -0.045 -0.015 0.064
C 1.821 2.495 -0.375 0.202 -0.203 -0.031
C -0.387 1.293 -4.553 -0.054 0.145 -0.058
C 1.619 2.424 -5.558 0.035 0.025 -0.068
H 0.991 -4.530 0.403 0.007 0.008 0.007
O -2.267 0.516 1.876 -0.671 0.446 0.905
N 0.616 -0.970 3.599 -0.339 0.371 0.102
C 1.044 1.647 -2.458 0.056 0.211 0.067
```
Positions in Å, forces in eV/Å.

Properties
Charge: -2

These are the Mulliken partial charges, in e, on atoms 1 to 8: -0.738 0.515 -0.768 1.741 0.404 -0.911 0.440 0.012



Record-wise E_tot values, in Ha: -7075.031030; -3919.502846; -3688.384844